# 1
The following is a quantum chemistry calculation of one molecule with the formula C4H6N2O, from the OMol25 dataset.

As for the SMILES: Cc1ncc(O)[nH]1. Its orbital gap is 8.82 eV. The total energy comes out at -9272.728 eV. The charge is 0. The energy above the lowest of the compared OMol25 structures with the same formula, charge and spin is 0.774 eV. The HOMO energy comes out at -8.11 eV.

CARTESIAN COORDINATES (ANGSTROEM)
H 1.52072 1.23666 1.91065
H 0.93047 -1.17784 2.97818
C 0.93576 0.69711 1.18127
N 0.52775 1.28429 -0.01136
N -0.21178 -0.81739 0.07457
H -0.11382 -1.68999 -0.42328
H -0.44241 1.17898 -2.60038
C 0.48279 -0.58101 1.24559
H -1.15626 -0.44089 -2.36993
O 0.52643 -1.55421 2.18520
C -0.94673 0.52312 -1.88992
H -1.91417 0.97561 -1.63786
C -0.13876 0.36555 -0.64273

---

# 2
The following is a quantum chemistry calculation of an isolated ion of composition C9H13N4 and charge +1 at a distorted geometry, from the OMol25 dataset.

As for the SMILES: CN1C[N@H+](C)N=C1c1ccncc1. Its orbital gap (alpha / beta) is 8.19 / 8.19 eV. The total energy comes out at -15493.411 eV. The charge is +1. The energy above the lowest of the compared OMol25 structures with the same formula, charge and spin is 4.835 eV. The HOMO energy (alpha / beta) comes out at -12.51 / -12.51 eV.

CARTESIAN COORDINATES (ANGSTROEM)
H 2.99064 -0.97276 -1.97968
H 2.68676 0.71364 -0.59706
N 2.04874 -1.12695 0.21152
H 2.84391 0.68473 1.19538
H -1.35597 -2.01822 0.71996
H 3.81602 -2.17098 -0.84021
H 1.57971 2.65826 1.21381
H -3.99389 -2.19189 0.59858
H -0.17848 2.68325 0.90626
C 2.82176 -1.72812 -1.02057
C -0.06977 -0.07187 0.24956
N 0.85250 0.86773 0.50623
H 2.53737 -1.60391 0.90928
N 0.71564 -1.54134 0.12268
C 0.76262 2.30627 0.62187
H 0.93878 2.65590 -0.39817
C -2.28356 1.12185 -0.40439
C -3.46818 -1.27650 0.33060
H -1.86676 2.08386 -0.54096
H -4.34480 1.70961 -0.71111
H 2.13829 -2.53207 -1.43139
N -4.19794 -0.27682 -0.07052
C -3.63505 0.90386 -0.38672
C 2.22356 0.35923 0.34194
C -2.08329 -1.25532 0.39756
C -1.47864 0.01854 0.05554

---

# 3
The following is a quantum chemistry calculation of C20H28BeF3O5S as an isolated structure at a distorted geometry, from the OMol25 dataset.

Its orbital gap is 3.22 eV. The total energy comes out at -50815.450 eV. The charge is -1. The HOMO energy comes out at -1.86 eV.

CARTESIAN COORDINATES (ANGSTROEM)
H 1.86705 0.95344 -4.73730
C 0.80978 -2.78355 1.03029
C 1.74188 -3.38016 0.13686
H 3.29010 -0.48780 0.92017
O -0.90414 1.70471 -5.34875
C 0.16904 4.16593 0.29222
C 0.77072 -0.60313 -3.62624
H 3.71478 -2.62350 -0.64387
H 1.64647 1.36492 -2.99603
O 0.06700 1.66421 -0.50082
F -1.03774 4.35182 0.85074
C -2.34643 1.13786 -0.57319
O -0.99937 2.84363 -2.54037
C 1.35005 -1.51686 1.46187
C -2.29886 -0.46173 -2.23356
H 0.33734 -0.79580 -4.61737
H 0.33806 2.34352 -7.97581
H -2.16791 -1.37942 -2.79072
H -0.12629 -3.22867 1.30892
H -3.61605 2.56145 -1.70292
C 3.17111 -0.10204 -3.25428
H 3.98295 -0.14912 -4.01287
C -0.62495 0.90432 -6.59677
H -1.69900 -0.91803 -6.16984
S 0.11786 2.84973 -1.34633
H 1.54778 -2.48859 -4.11776
C 2.59206 -1.31618 0.77978
C 2.82904 -2.46782 -0.02055
H -2.08517 3.23169 -6.46512
C -0.63047 2.05716 -7.57447
H -1.29039 1.99927 -8.43149
H 3.45618 0.50194 -2.38607
H -3.49534 0.85025 -3.70462
H 0.00369 -0.44736 -2.87414
H 1.13219 -0.44180 -6.17465
H 0.87237 -0.83978 2.14809
O 1.39096 3.09149 -1.97635
C -2.00029 -0.22721 -0.88672
C 1.82958 0.52323 -3.74043
F 0.72040 5.32528 -0.13069
O 2.88082 -1.46214 -2.83624
H 1.19302 -2.37499 -2.37981
C -2.84897 0.76634 -2.81625
H -1.51393 -0.50964 -7.87772
H 1.56476 1.06096 -6.92373
H 1.65090 -4.37704 -0.24777
C 0.75501 0.32655 -6.83946
H -1.61170 -0.95510 -0.17603
C -2.97038 1.68612 -1.69714
C -1.04795 2.87226 -6.39872
H -2.30435 1.62464 0.39297
C 1.56045 -1.83632 -3.24735
F 0.96188 3.56577 1.20550
H 0.70939 -0.14994 -7.83002
C -1.71902 -0.08402 -6.88984
H -0.31573 3.65102 -6.15795
Be -1.25637 1.78435 -3.68759
H -2.69495 0.40809 -6.92997

---

# 4
The following is a quantum chemistry calculation of an isolated ion of composition C3H5BrN3 and charge +1 at a distorted geometry, from the OMol25 dataset.

Its orbital gap (alpha / beta) is 7.57 / 7.57 eV. The total energy comes out at -77693.990 eV. The charge is +1. The energy above the lowest of the compared OMol25 structures with the same formula, charge and spin is 2.895 eV. The HOMO energy (alpha / beta) comes out at -12.55 / -12.55 eV.

CARTESIAN COORDINATES (ANGSTROEM)
H -0.00789 0.49020 1.75291
N 0.33249 0.59510 -0.20605
N -0.09190 0.02550 0.82927
H 0.65822 2.35922 0.88544
C -1.00040 -2.08927 -1.42792
H 1.99683 1.78675 -0.13537
Br -0.92244 -2.83675 -3.01071
C -0.65730 -1.19776 0.83608
H -1.01388 -1.64888 1.74613
C 0.90660 1.87492 -0.06629
N -0.79456 -1.84673 -0.29293
H 0.59422 2.48769 -0.91055

---

# 5
The following is a quantum chemistry calculation of C14H27F6HgNO8S2Si as an isolated structure, from the OMol25 dataset.

Its orbital gap (alpha / beta) is 7.91 / 8.13 eV. The total energy comes out at -82861.359 eV. The spin multiplicity is 2. The charge is -1. The energy above the lowest of the compared OMol25 structures with the same formula, charge and spin is 0.000 eV. The HOMO energy (alpha / beta) comes out at -5.26 / -7.02 eV.

CARTESIAN COORDINATES (ANGSTROEM)
H 3.28348 -1.90920 3.92448
C 1.66867 -4.08114 4.18191
C -2.61017 -0.90141 0.86712
H -1.79514 -0.26436 0.52386
C -2.95896 0.66343 2.79333
H -3.82780 1.09244 2.29049
C 0.73530 -3.26037 2.01676
O -1.86191 2.33804 -0.10068
H -0.24122 -3.68803 2.24562
H 0.71092 -4.55046 4.41314
C 0.44112 -0.62647 7.00895
H 1.06922 0.26590 7.00148
H 2.61896 -1.26925 2.41948
C -1.60996 0.80875 7.00309
H -3.09915 0.73728 3.87328
F 2.72438 3.76798 -3.41676
C 1.68831 3.21168 -2.78106
H 2.14296 -3.78473 5.11899
O -1.63675 -1.37995 3.00602
H 1.33189 -3.99558 1.47165
F -2.19407 4.66927 1.69793
H 0.26756 -0.92632 8.04547
O 2.93557 2.99076 -0.51888
O -1.31910 4.50934 -1.17688
C -0.95886 4.24786 1.40184
H -1.98280 -1.89396 7.29942
H -3.51481 -0.57331 0.35132
O -0.60304 0.13879 4.98772
H -0.99449 1.70895 6.98631
S 1.75745 3.65515 -0.99047
S -0.98418 3.46085 -0.26624
H -4.89323 -1.26504 2.34859
H 2.30740 -4.81141 3.68035
C -0.87938 -0.33079 6.30102
O 0.44980 0.35335 2.60916
H -2.69937 -1.36884 5.76401
Si -0.26431 -0.67122 3.59629
C 2.78265 -2.18132 2.99366
O 1.66910 5.08096 -0.95871
H 3.43343 -2.84942 2.42460
F -0.13806 5.29366 1.43239
O 0.65144 -1.96327 4.07543
H 0.58173 -2.39778 1.36532
H -4.09967 -1.56126 3.90627
H -2.08514 1.25341 2.51612
H -2.39654 -1.93586 0.59077
C -3.97772 -1.62339 2.82388
C -1.76005 -1.57776 6.27749
H -1.83167 0.54858 8.04069
C 1.44885 -2.85400 3.30283
H 0.96703 -1.42634 6.48876
N 0.49493 2.88054 -0.40308
H -3.82608 -2.67014 2.55420
F -0.57396 3.37316 2.32503
H -2.54692 1.02563 6.48713
F 1.75935 1.88811 -2.94376
F 0.56525 3.64637 -3.34749
C -2.77834 -0.79273 2.37841
Hg 0.85090 0.50870 0.51585
H -1.25960 -2.39500 5.75719

---

# 6
The following is a quantum chemistry calculation of one molecule with the formula C9H15NO2 at a distorted geometry, from the OMol25 dataset.

Its orbital gap is 7.50 eV. The total energy comes out at -15155.575 eV. The charge is 0. The energy above the lowest of the compared OMol25 structures with the same formula, charge and spin is 6.049 eV. The HOMO energy comes out at -7.11 eV.

CARTESIAN COORDINATES (ANGSTROEM)
C 2.45090 -1.43407 -1.47950
H -2.52203 -1.63875 0.52500
C 0.15344 -0.90050 -2.08647
C -1.42119 0.02264 -0.54862
H -1.30462 0.89438 -2.48572
H 0.81070 1.56939 4.04360
H 0.88692 0.42059 2.84345
H 1.73498 -0.33818 1.06950
H -0.29631 -1.76135 -2.24397
H -2.03301 0.96154 -0.31165
H -2.66974 -1.61457 -1.32191
C -2.09625 -1.32316 -0.53644
N 1.22119 -1.03778 -1.04036
H 0.23892 1.25869 -1.39899
H -0.95326 -0.00034 1.45360
H 2.43008 -1.31995 -2.60058
H -0.65762 1.04127 3.53414
C -0.36283 0.25407 0.54138
O -0.17349 1.79613 0.71786
C 0.34958 2.19745 1.92984
H -1.34217 -2.05234 -0.59931
O 0.72791 3.37457 2.03349
C 1.01173 -0.46590 0.21684
H 3.34789 -1.14410 -0.83504
C 0.31406 1.26580 3.13966
H 0.73835 -0.48262 -2.91586
C -0.58413 0.45708 -1.64395

---

Look up the charge of the second one.
+1

---

Please write out number 1 again, unchanged.
The following is a quantum chemistry calculation of one molecule with the formula C4H6N2O, from the OMol25 dataset.

As for the SMILES: Cc1ncc(O)[nH]1. Its orbital gap is 8.82 eV. The total energy comes out at -9272.728 eV. The charge is 0. The energy above the lowest of the compared OMol25 structures with the same formula, charge and spin is 0.774 eV. The HOMO energy comes out at -8.11 eV.

CARTESIAN COORDINATES (ANGSTROEM)
H 1.52072 1.23666 1.91065
H 0.93047 -1.17784 2.97818
C 0.93576 0.69711 1.18127
N 0.52775 1.28429 -0.01136
N -0.21178 -0.81739 0.07457
H -0.11382 -1.68999 -0.42328
H -0.44241 1.17898 -2.60038
C 0.48279 -0.58101 1.24559
H -1.15626 -0.44089 -2.36993
O 0.52643 -1.55421 2.18520
C -0.94673 0.52312 -1.88992
H -1.91417 0.97561 -1.63786
C -0.13876 0.36555 -0.64273